A molecular structure, C16H11Co2O7, computed with ωB97M-V/def2-TZVPD.

## Properties
Charge: -1
E_LUMO: 2.928 eV
Energy above the lowest of the compared OMol25 structures with the same formula, charge and spin: 21.4 kcal/mol
Highest occupied orbital energy: -3.375 eV

XYZ file:
```
36
C16H11Co2O7 | the Open Molecules 2025 dataset | ωB97M-V/def2-TZVPD
O -2.486 -1.201 1.457
C -1.999 -0.174 1.168
Co -1.410 1.455 0.923
C -3.001 1.989 0.014
O -4.150 2.170 0.205
C -1.793 1.968 2.566
O -2.079 2.276 3.642
C -0.217 2.248 -0.113
C 0.287 1.137 0.547
C 1.443 0.439 0.703
C 1.502 -0.896 1.256
C 2.548 -1.193 2.165
C 2.760 -2.511 2.592
C 1.998 -3.551 2.012
C 0.983 -3.263 1.099
C 0.635 -1.940 0.853
Co -1.660 2.150 -1.333
C -0.464 2.296 -2.610
O 0.372 2.424 -3.402
C -2.366 3.608 -1.993
O -2.816 4.557 -2.482
C -2.299 0.616 -1.980
O -2.660 -0.399 -2.389
H 0.361 3.182 -0.232
H 2.402 0.957 0.561
H 3.189 -0.360 2.509
H 3.507 -2.704 3.368
H 2.179 -4.582 2.320
H 0.429 -4.073 0.590
H -0.246 -1.669 0.273
C 0.643 -1.099 -2.536
O 1.281 -0.352 -1.503
H 0.212 -0.455 -3.315
H 1.369 -1.797 -2.978
H -0.155 -1.692 -2.071
H 1.702 0.443 -1.886
```



4 unconnected molecules or ions with the total composition C16H24BrO8, computed with ωB97M-V/def2-TZVPD.

## Properties
Charge: -1
E_LUMO: 1.917 eV
Highest occupied orbital energy: -1.978 eV

XYZ file:
```
49
C16H24BrO8 | the Open Molecules 2025 dataset | ωB97M-V/def2-TZVPD
O 8.086 4.968 2.660
C 6.882 5.084 2.371
O 6.232 6.287 2.080
C 4.856 6.290 2.635
C 3.935 5.407 1.668
C 2.784 4.570 2.391
Br 3.585 3.396 3.848
H 6.242 4.132 2.345
H 4.944 5.902 3.696
H 4.524 7.379 2.633
H 4.552 4.729 0.975
H 3.401 6.139 0.957
H 2.134 5.361 2.931
O 0.771 2.206 1.227
C 0.665 1.431 2.136
O 1.099 1.669 3.406
C 0.913 0.492 4.197
C -0.161 -0.303 3.489
C 0.082 0.045 2.037
H 1.864 -0.047 4.250
H 0.611 0.775 5.207
H -0.113 -1.374 3.698
H -1.149 0.056 3.792
H 0.818 -0.619 1.577
H -0.845 0.048 1.464
O -2.475 -1.146 -0.354
C -1.857 -1.092 -1.388
O -1.871 -2.066 -2.339
C -0.945 -1.727 -3.379
C -0.767 -0.229 -3.281
C -0.933 0.022 -1.797
H -0.010 -2.269 -3.205
H -1.352 -2.028 -4.346
H 0.186 0.119 -3.682
H -1.568 0.276 -3.831
H 0.011 -0.083 -1.258
H -1.382 0.995 -1.602
O -4.936 -3.489 -4.830
C -4.763 -4.444 -4.121
O -4.812 -5.733 -4.558
C -4.671 -6.619 -3.442
C -3.987 -5.803 -2.368
C -4.510 -4.407 -2.637
H -5.667 -6.957 -3.137
H -4.079 -7.488 -3.735
H -4.192 -6.162 -1.359
H -2.904 -5.824 -2.520
H -5.454 -4.219 -2.120
H -3.773 -3.646 -2.383
```



A molecular structure, ClMg2, computed with ωB97M-V/def2-TZVPD.

## Properties
Charge: +2
E_LUMO (spin up / spin down): -11.620 / -10.579 eV
Energy above the lowest of the compared OMol25 structures with the same formula, charge and spin: 0.6 kcal/mol
Highest occupied orbital energy (spin up / spin down): -15.445 / -20.484 eV
Multiplicity: 2

XYZ file:
```
3
ClMg2 | the Open Molecules 2025 dataset | ωB97M-V/def2-TZVPD
Mg -0.834 2.291 -0.216
Mg 0.664 -2.330 0.310
Cl 0.170 0.040 -0.094
```



C7H6F7NO3 in the gas phase, computed with ωB97M-V/def2-TZVPD.

## Properties
E_LUMO: -0.228 eV
Structure (SMILES): CC(C)=NOC(=O)OC(F)(F)C(F)(F)C(F)(F)F
Energy above the lowest of the compared OMol25 structures with the same formula, charge and spin: 0.0 kcal/mol
Highest occupied orbital energy: -9.679 eV

XYZ file:
```
24
C7H6F7NO3 | the Open Molecules 2025 dataset | ωB97M-V/def2-TZVPD
C 3.044 -1.631 0.124
C 2.259 -0.388 -0.135
C 1.887 0.470 1.053
N 1.914 -0.099 -1.343
O 0.492 0.013 -1.547
C 0.014 1.259 -1.569
O 0.626 2.250 -1.783
O -1.372 1.257 -1.395
C -1.839 1.454 -0.118
F -2.902 2.258 -0.227
F -0.944 2.081 0.660
C -2.330 0.147 0.621
F -3.493 0.433 1.239
F -1.460 -0.214 1.579
C -2.639 -1.083 -0.273
F -1.585 -1.512 -0.948
F -3.020 -2.078 0.535
F -3.635 -0.798 -1.102
H 3.794 -1.833 -0.639
H 3.535 -1.567 1.094
H 2.294 -2.423 0.160
H 1.041 0.024 1.585
H 2.723 0.531 1.744
H 1.597 1.451 0.686
```



A molecular structure, C8H24O8PRb, computed with ωB97M-V/def2-TZVPD.

## Properties
Charge: -2
E_LUMO: 3.537 eV
Energy above the lowest of the compared OMol25 structures with the same formula, charge and spin: 0.0 kcal/mol
Highest occupied orbital energy: 0.660 eV

XYZ file:
```
42
C8H24O8PRb | the Open Molecules 2025 dataset | ωB97M-V/def2-TZVPD
Rb 0.032 0.236 -0.416
P -1.745 3.001 0.716
O -1.746 1.577 1.494
O -2.945 3.003 -0.217
O -0.409 3.053 -0.151
O -1.709 4.109 1.758
C 2.557 0.202 2.602
C 1.324 1.050 2.888
O 0.174 0.317 2.556
H 3.485 0.655 2.958
H 2.641 -0.031 1.535
H 2.472 -0.776 3.103
H 1.398 1.982 2.313
H 1.324 1.306 3.961
H -0.606 0.972 2.338
C 1.457 2.783 -3.847
C 1.714 3.470 -2.507
O 1.724 2.586 -1.430
H 0.431 2.421 -3.920
H 2.159 1.962 -4.021
H 1.600 3.492 -4.680
H 0.947 4.234 -2.332
H 2.687 3.985 -2.535
H 0.821 2.687 -0.925
C -2.681 -2.867 1.460
C -2.813 -1.379 1.748
O -2.610 -0.623 0.586
H -2.914 -3.467 2.345
H -1.685 -3.126 1.093
H -3.386 -3.136 0.666
H -2.130 -1.058 2.545
H -3.836 -1.215 2.138
H -2.374 0.349 0.955
C 0.304 -3.666 -2.616
C 0.818 -3.655 -1.209
O 0.287 -2.516 -0.542
H 0.518 -2.735 -3.135
H -0.780 -3.807 -2.619
H 0.741 -4.518 -3.146
H 1.915 -3.599 -1.218
H 0.501 -4.568 -0.696
H 0.334 -2.690 0.404
```



A gas-phase ion, C12H21OS (charge +1), computed with ωB97M-V/def2-TZVPD.

## Properties
Charge: +1
E_LUMO: -3.679 eV
Energy above the lowest of the compared OMol25 structures with the same formula, charge and spin: 68.6 kcal/mol
Highest occupied orbital energy: -12.631 eV

XYZ file:
```
35
C12H21OS | the Open Molecules 2025 dataset | ωB97M-V/def2-TZVPD
C 1.180 -1.445 -1.909
C -0.097 -1.684 -1.168
C 2.008 -0.558 -1.426
C -0.375 -1.299 0.054
C -1.356 -0.859 2.274
C -1.416 -3.079 1.361
C -2.802 -1.128 0.169
C -0.210 2.171 -0.701
C 1.803 2.675 0.908
C 2.116 2.291 -1.725
C -1.512 -1.633 0.971
C 1.245 2.040 -0.491
O 0.538 -0.280 0.734
S 1.862 0.313 0.057
H 1.167 -1.856 -2.820
H -0.852 -2.346 -1.614
H 2.902 -0.260 -1.941
H -2.223 -1.197 2.818
H -0.539 -1.030 2.902
H -1.325 0.179 2.038
H -2.163 -3.479 2.018
H -0.376 -3.362 1.798
H -1.233 -3.559 0.326
H -2.785 -0.182 -0.340
H -3.579 -1.054 0.924
H -3.116 -1.850 -0.572
H -0.475 1.508 -1.487
H -0.733 1.907 0.128
H -0.401 3.334 -0.895
H 1.350 2.253 1.784
H 1.523 3.701 0.834
H 2.852 2.590 0.864
H 3.181 1.810 -1.654
H 1.571 2.033 -2.546
H 2.272 3.335 -1.672
```



A molecular structure, C17H20AuN7O4S, computed with ωB97M-V/def2-TZVPD.

## Properties
E_LUMO: -1.117 eV
Energy above the lowest of the compared OMol25 structures with the same formula, charge and spin: 0.4 kcal/mol
Highest occupied orbital energy: -8.054 eV

XYZ file:
```
50
C17H20AuN7O4S | the Open Molecules 2025 dataset | ωB97M-V/def2-TZVPD
Au -0.984 -0.463 -0.276
N -1.627 0.682 3.401
C -1.365 1.763 2.655
N -1.379 2.968 3.223
C -1.155 3.987 2.395
N -1.072 5.219 2.929
N -1.010 3.899 1.055
C -1.000 2.647 0.619
N -1.094 1.551 1.350
C -0.906 2.474 -0.882
C -0.988 3.592 -1.697
C -0.950 3.440 -3.072
C -0.816 2.168 -3.609
C -0.725 1.092 -2.748
N -0.769 1.244 -1.420
H -1.999 0.855 4.320
H -1.966 -0.142 2.919
H -1.320 5.336 3.895
H -1.068 6.011 2.313
H -1.087 4.556 -1.224
H -1.028 4.304 -3.716
H -0.783 1.998 -4.675
H -0.601 0.082 -3.109
O -3.746 -1.042 1.883
S -3.279 -1.570 0.630
O -3.982 -2.677 0.067
O -1.751 -1.958 0.820
O -3.071 -0.443 -0.399
C 0.088 -3.600 -1.541
N 0.976 -4.057 -0.500
C 2.274 -4.441 -0.997
C 0.998 -3.208 0.681
C 1.661 -1.858 0.451
C 3.043 -1.826 0.658
C 3.824 -0.730 0.346
C 3.214 0.382 -0.208
C 1.842 0.383 -0.403
C 1.047 -0.709 -0.062
H 0.067 -4.339 -2.343
H 0.396 -2.637 -1.988
H -0.922 -3.489 -1.147
H 2.148 -5.197 -1.774
H 2.863 -4.881 -0.191
H 2.858 -3.613 -1.429
H 1.565 -3.731 1.455
H -0.017 -3.106 1.033
H 3.510 -2.708 1.080
H 4.889 -0.747 0.527
H 3.791 1.256 -0.480
H 1.409 1.285 -0.817
```



| no. | strongest force on any atom (hartree/bohr) |
| --- | --- |
| 1 | 0.1002 |
| 2 | 0.0683 |
| 3 | 0.0126 |
| 4 | 0.0716 |
| 5 | 0.0202 |
| 6 | 0.1038 |
| 7 | 0.0128 |